{"formula": "C33H59N9O11", "method": "ωB97M-V/def2-TZVPD", "smiles": "O=[N+]([O-])c1ccccc1.O=[N+]([O-])c1ccccc1.CN(C)C=O.CN(C)C=O.CN(C)C=O.CN(C)C=O.CN(C)C=O.CN(C)C=O.CN(C)C=O", "relative_energy_kcal_mol": 583.1, "e_tot_ha": -2612.25514, "e_homo_ev": -9.07, "symbols": ["O", "N", "O", "C", "C", "C", "C", "C", "C", "H", "H", "H", "H", "H", "O", "N", "O", "C", "C", "C", "C", "C", "C", "H", "H", "H", "H", "H", "C", "N", "C", "C", "O", "H", "H", "H", "H", "H", "H", "H", "C", "N", "C", "C", "O", "H", "H", "H", "H", "H", "H", "H", "C", "N", "C", "C", "O", "H", "H", "H", "H", "H", "H", "H", "C", "N", "C", "C", "O", "H", "H", "H", "H", "H", "H", "H", "C", "N", "C", "C", "O", "H", "H", "H", "H", "H", "H", "H", "C", "N", "C", "C", "O", "H", "H", "H", "H", "H", "H", "H", "C", "N", "C", "C", "O", "H", "H", "H", "H", "H", "H", "H"], "coordinates": [[-3.9393, 1.0558, 2.4771], [-4.6106, 1.2360, 1.5494], [-5.4316, 2.1389, 1.3525], [-4.7790, 0.0406, 0.6603], [-4.3247, -1.3442, 1.1497], [-4.3621, -2.5323, 0.2957], [-4.9497, -2.4823, -1.0775], [-5.4107, -1.2304, -1.4810], [-5.3688, 0.0685, -0.7497], [-3.8944, -1.5105, 2.1596], [-3.9265, -3.4609, 0.8177], [-5.1670, -3.4556, -1.7703], [-5.9425, -1.1350, -2.3964], [-5.7508, 1.0389, -0.9514], [1.2793, 4.8185, 3.8652], [2.5481, 4.5946, 4.0032], [3.3616, 5.1149, 4.8242], [3.2105, 3.8252, 2.9003], [2.2182, 2.8970, 2.0383], [2.7211, 1.8304, 1.0284], [4.2143, 1.9981, 0.7474], [5.1281, 2.6801, 1.5439], [4.7351, 3.7338, 2.5145], [1.2108, 2.8398, 2.1292], [2.1132, 1.1855, 0.5283], [4.8978, 1.4071, -0.0461], [6.2496, 2.6964, 1.3323], [5.3815, 4.1895, 2.9462], [0.0016, 4.0800, -0.5592], [-1.1997, 4.6645, 0.0153], [-2.4970, 4.3789, -0.5297], [-1.0867, 5.6387, 1.0432], [-2.0916, 6.3205, 1.5189], [0.1160, 3.2145, -0.2429], [0.8468, 4.6814, -0.5288], [-0.1125, 4.0769, -1.7879], [-2.5422, 4.0252, -1.3261], [-2.9898, 5.3839, -0.8785], [-3.2410, 3.9208, 0.2801], [-0.1796, 5.9490, 1.4960], [4.5472, -1.2947, -3.2800], [3.5038, -1.9390, -2.4164], [2.7307, -1.1791, -1.3958], [3.1297, -3.2832, -2.7484], [2.0939, -3.7159, -2.1588], [4.5265, -1.7523, -4.1892], [5.6855, -1.5546, -2.9180], [4.4214, -0.1314, -3.2997], [2.8363, -0.1248, -1.5968], [2.8683, -1.5850, -0.3455], [1.7993, -1.1986, -1.6682], [3.5705, -3.6524, -3.6171], [-2.5735, -3.5726, 3.7631], [-2.0356, -2.8473, 4.8331], [-2.9795, -2.4083, 5.9067], [-0.8448, -2.6254, 5.1232], [-0.3426, -2.0824, 6.1766], [-1.8952, -3.6631, 3.1290], [-3.6183, -3.1716, 3.5333], [-2.8957, -4.6666, 3.9388], [-3.1695, -1.3306, 5.6849], [-2.6828, -2.3973, 7.0962], [-3.9664, -2.6675, 5.7291], [-0.1449, -3.1362, 4.2599], [-0.7215, -0.1764, 2.4042], [-1.0290, -0.2930, 0.9856], [-0.6510, -1.5834, 0.2860], [-1.4237, 0.7475, 0.0881], [-1.4284, 0.6205, -1.0896], [-0.2793, -1.1571, 2.9036], [-1.5366, -0.0009, 3.0569], [0.0943, 0.7809, 2.6814], [0.5624, -1.5671, 0.1552], [-1.0887, -2.0089, -0.6080], [-0.8198, -2.3847, 0.8874], [-1.7904, 1.8182, 0.5647], [0.1521, 3.8770, -4.9553], [1.3435, 3.2544, -4.3414], [1.0416, 2.1161, -3.5123], [2.5557, 3.7412, -4.5252], [3.4573, 2.9967, -4.1473], [-0.3968, 3.6974, -4.1616], [-0.3068, 3.0629, -5.5660], [0.3329, 4.6391, -5.5218], [1.5646, 1.3302, -4.0245], [0.0282, 1.7491, -3.4165], [1.3515, 2.1708, -2.4650], [2.5764, 4.7224, -5.1787], [5.0968, -4.3123, 2.8911], [3.7389, -3.7488, 2.9827], [2.6828, -4.6595, 2.4787], [3.4728, -2.6801, 3.7726], [2.2999, -2.2942, 3.9117], [5.7937, -3.3419, 2.9608], [5.2377, -4.5593, 1.8150], [5.1603, -5.2647, 3.4566], [2.8423, -5.5754, 1.9462], [2.0144, -4.1257, 1.7065], [1.8660, -4.7991, 3.2077], [4.3977, -2.4010, 4.3319], [-2.3403, -0.8848, -3.4237], [-2.5245, -1.2670, -4.8714], [-1.9658, -2.5892, -5.1081], [-3.1844, -0.4491, -5.8158], [-3.6627, -0.9650, -6.7942], [-3.3212, -1.1527, -2.9701], [-2.0016, 0.1941, -3.5065], [-1.3511, -1.2065, -2.8743], [-2.6693, -3.4876, -4.6451], [-0.7900, -2.7047, -4.7571], [-1.9615, -2.8414, -6.0628], [-3.4189, 0.3702, -5.5638]], "lowdin_charge": [0.105, -0.396, 0.066, -0.060, -0.003, -0.066, -0.087, -0.127, 0.066, 0.073, 0.108, 0.158, 0.082, 0.083, 0.019, -0.307, 0.052, -0.004, 0.064, 0.014, -0.091, -0.108, 0.087, 0.014, 0.021, 0.133, 0.122, -0.023, -0.033, -0.163, -0.050, -0.202, -0.064, -0.039, 0.074, 0.148, -0.064, 0.140, 0.139, 0.108, -0.062, -0.170, -0.052, -0.224, -0.049, 0.015, 0.123, 0.114, 0.072, 0.117, -0.006, 0.105, -0.056, -0.181, -0.021, -0.395, -0.045, -0.011, 0.109, 0.131, 0.096, 0.161, 0.040, 0.160, -0.071, -0.153, -0.029, -0.334, 0.006, 0.100, 0.030, 0.147, 0.125, 0.072, 0.017, 0.166, 0.007, -0.192, -0.058, -0.342, -0.026, 0.014, 0.115, 0.033, 0.090, 0.077, 0.086, 0.170, -0.073, -0.209, -0.054, -0.315, -0.023, 0.131, 0.079, 0.093, 0.074, 0.099, 0.077, 0.140, -0.065, -0.184, -0.094, -0.273, 0.045, 0.068, 0.075, 0.100, 0.138, 0.138, -0.004, 0.028]}


{"formula": "CHN4O2", "method": "ωB97M-V/def2-TZVPD", "smiles": "N#CNN=[N+]([O-])[O-]", "relative_energy_kcal_mol": 102.3, "e_tot_ha": -408.11280, "charge": -1, "e_homo_ev": -4.33, "symbols": ["N", "C", "N", "N", "N", "O", "O", "H"], "coordinates": [[2.3633, 1.3852, -0.5632], [1.4812, 0.8910, -0.0314], [0.3444, 0.5944, 0.8399], [-0.7644, 1.3358, 0.5009], [-1.7359, 0.7073, -0.0481], [-1.6578, -0.5566, -0.1344], [-2.6713, 1.3375, -0.4509], [0.1827, -0.3647, 0.9175]], "lowdin_charge": [0.070, -0.282, -0.047, -0.041, -0.580, -0.125, -0.053, 0.057]}


{"formula": "C21H28N2O6S", "method": "ωB97M-V/def2-TZVPD", "relative_energy_kcal_mol": 466.2, "e_tot_ha": -1775.46889, "e_homo_ev": -8.13, "symbols": ["C", "C", "O", "C", "C", "C", "C", "C", "C", "O", "C", "C", "H", "H", "H", "H", "H", "O", "C", "C", "H", "H", "H", "H", "H", "H", "C", "O", "N", "H", "C", "H", "H", "C", "C", "C", "C", "C", "C", "C", "H", "H", "S", "O", "O", "N", "H", "H", "H", "H", "H", "H", "H", "H", "H", "H", "H", "H"], "coordinates": [[-1.4508, -4.4372, -1.1099], [-1.1660, -3.5681, 0.0206], [-0.0001, -2.7951, -0.2803], [0.1057, -1.5204, 0.5618], [-0.8869, -0.4334, 0.5757], [-0.8581, 0.5776, 1.4083], [0.2270, 0.8561, 2.2271], [1.4995, -0.0137, 1.9562], [1.4252, -1.2423, 1.2636], [2.3739, -2.0263, 1.3531], [3.0129, -2.8486, 0.1674], [3.5529, -1.6547, -0.8304], [4.0757, -0.6965, -0.3499], [3.8840, -2.1846, -1.6753], [2.6206, -0.9854, -1.2627], [3.7260, -3.2827, 0.6746], [2.0868, -3.2102, -0.2146], [2.5171, 0.1521, 2.7551], [2.7141, 1.2101, 3.3633], [4.0180, 1.0658, 4.2517], [4.9409, 1.2089, 3.4178], [4.2107, 1.8383, 4.9937], [4.1327, 0.1115, 4.7393], [1.8433, 1.1313, 4.3978], [2.8570, 2.1603, 2.7448], [0.3352, 1.7319, 2.5242], [-2.0599, 1.6128, 1.2732], [-3.0883, 0.9221, 0.9834], [-1.7339, 2.7503, 1.4028], [-0.8075, 3.0420, 1.2394], [-2.5831, 3.6760, 0.7004], [-2.5356, 4.7122, 1.3835], [-3.6460, 3.2267, 0.8082], [-2.3397, 4.2603, -0.6312], [-2.0074, 2.9505, -1.4130], [-0.6717, 2.3730, -1.8166], [-0.2576, 1.4453, -2.4637], [-1.5570, 0.3544, -2.5459], [-2.6866, 0.7613, -2.4332], [-2.9663, 1.8446, -1.7403], [-4.2311, 2.2573, -1.5704], [-3.5180, -0.0910, -2.5057], [-0.9522, -1.0206, -3.3898], [-2.0469, -1.8875, -3.1102], [-0.5183, -0.8072, -4.8497], [0.3325, -1.3994, -2.8397], [0.1635, -1.9828, -1.9290], [0.9111, -1.7976, -3.4179], [0.7415, 1.0646, -2.6705], [0.1791, 3.1555, -1.3527], [-3.1633, 4.6342, -1.1692], [-1.4453, 4.8117, -0.7653], [-1.8615, -0.8653, -0.1525], [-0.9446, -4.2207, 1.0074], [-2.1191, -2.9861, 0.4183], [-0.6148, -5.1266, -1.3809], [-1.6326, -3.6627, -1.9221], [-2.1365, -5.1517, -0.8202]], "lowdin_charge": [-0.093, -0.316, -0.181, -0.010, -0.010, -0.170, 0.100, -0.111, -0.275, -0.016, 0.017, -0.043, 0.118, 0.028, 0.096, 0.059, 0.086, -0.047, -0.382, -0.079, 0.128, 0.052, 0.055, 0.205, 0.152, 0.000, -0.491, 0.010, 0.115, 0.152, -0.193, 0.169, 0.158, -0.126, -0.112, -0.160, -0.015, -0.275, -0.205, -0.042, 0.205, 0.196, 0.557, -0.304, -0.338, -0.049, 0.125, 0.038, 0.111, 0.158, 0.109, 0.099, 0.199, 0.156, 0.156, 0.099, 0.081, 0.055]}


{"formula": "C31H48BFN6O7P2", "method": "ωB97M-V/def2-TZVPD", "smiles": "CCOB(O)[C@@H](OCP(O)O)[C@@H](F)OCP(C)O.c1cc[nH]c1.c1cc[nH]c1.c1cc[nH]c1.c1cc[nH]c1.c1cc[nH]c1.c1cc[nH]c1", "e_tot_ha": -2872.76883, "e_homo_ev": -8.02, "symbols": ["C", "C", "O", "B", "O", "C", "O", "C", "P", "O", "O", "C", "F", "O", "C", "P", "C", "O", "H", "H", "H", "H", "H", "H", "H", "H", "H", "H", "H", "H", "H", "H", "H", "H", "H", "H", "C", "C", "C", "N", "C", "H", "H", "H", "H", "H", "C", "C", "C", "N", "C", "H", "H", "H", "H", "H", "C", "C", "C", "N", "C", "H", "H", "H", "H", "H", "C", "C", "C", "N", "C", "H", "H", "H", "H", "H", "C", "C", "C", "N", "C", "H", "H", "H", "H", "H", "C", "C", "C", "N", "C", "H", "H", "H", "H", "H"], "coordinates": [[3.7923, -1.3669, -0.4768], [3.3173, -2.6730, 0.1557], [2.3865, -2.4211, 1.2197], [2.8545, -1.9774, 2.4218], [4.1972, -2.0455, 2.7252], [1.7888, -1.3996, 3.4839], [2.2179, -1.7610, 4.7893], [1.2558, -1.5148, 5.7993], [2.0529, -1.3024, 7.4755], [3.5735, -1.8259, 7.1517], [2.2643, 0.3527, 7.3345], [1.7098, 0.1210, 3.3182], [2.8918, 0.5672, 2.6831], [0.6393, 0.4587, 2.5353], [0.2453, 1.8430, 2.5641], [0.2914, 2.6202, 0.8807], [2.0968, 2.5804, 0.5804], [-0.3005, 1.3860, -0.0562], [4.3650, -1.5714, -1.3844], [2.9128, -0.7732, -0.7546], [4.3991, -0.7762, 0.2131], [2.7714, -3.2517, -0.5971], [4.1465, -3.2908, 0.5083], [4.4211, -1.4909, 3.4690], [0.8028, -1.8119, 3.2408], [0.5542, -2.3590, 5.8899], [0.6627, -0.6176, 5.5851], [3.9375, -1.3629, 6.3910], [3.0947, 0.5591, 7.7724], [1.7078, 0.6588, 4.2724], [0.8909, 2.4192, 3.2344], [-0.7982, 1.8767, 2.8990], [2.6051, 2.8862, 1.5010], [2.4500, 1.5660, 0.3508], [2.3548, 3.2483, -0.2436], [0.4162, 0.7751, -0.2604], [0.1229, -2.0641, -3.7870], [-0.0520, -1.2099, -4.9104], [-0.2166, 0.0661, -4.4362], [-0.1429, 0.0142, -3.0733], [0.0622, -1.2766, -2.6691], [0.2678, -3.1315, -3.7959], [-0.0625, -1.5024, -5.9481], [-0.3851, 0.9973, -4.9489], [-0.2401, 0.8029, -2.4573], [0.1358, -1.5264, -1.6232], [3.8928, 4.6822, 10.0579], [3.6693, 3.6745, 9.0802], [2.5747, 2.9528, 9.4786], [2.1301, 3.4880, 10.6556], [2.9256, 4.5407, 11.0160], [4.6720, 5.4255, 10.0559], [4.2457, 3.5034, 8.1859], [2.0718, 2.1162, 9.0260], [1.3411, 3.1556, 11.1773], [2.7367, 5.0975, 11.9174], [-3.4976, 4.8957, -1.7421], [-2.4670, 4.3900, -0.9014], [-1.9623, 5.4468, -0.1935], [-2.6479, 6.5690, -0.5743], [-3.5842, 6.2430, -1.5175], [-4.1043, 4.3334, -2.4322], [-2.1363, 3.3678, -0.8274], [-1.1795, 5.4915, 0.5426], [-2.4860, 7.4917, -0.2180], [-4.2286, 6.9920, -1.9443], [-1.6214, -5.1980, -1.1859], [-2.4366, -4.0353, -1.1294], [-2.0302, -3.3055, -0.0443], [-1.0012, -3.9790, 0.5527], [-0.7468, -5.1342, -0.1334], [-1.6704, -5.9885, -1.9160], [-3.2265, -3.7634, -1.8092], [-2.3793, -2.3651, 0.3472], [-0.5052, -3.6686, 1.3673], [0.0320, -5.8077, 0.1811], [-1.6327, -3.8660, -9.0262], [-1.7934, -3.0152, -10.1534], [-1.9555, -1.7391, -9.6824], [-1.8975, -1.7874, -8.3176], [-1.6996, -3.0784, -7.9072], [-1.4824, -4.9324, -9.0359], [-1.7912, -3.3071, -11.1899], [-2.1071, -0.8073, -10.1992], [-1.9914, -0.9963, -7.7043], [-1.6216, -3.3239, -6.8610], [-5.4653, 0.5602, -5.4232], [-4.3196, 0.2650, -4.6331], [-3.7113, -0.8292, -5.1896], [-4.4455, -1.2027, -6.2808], [-5.5136, -0.3624, -6.4350], [-6.1702, 1.3597, -5.2678], [-3.9809, 0.7941, -3.7578], [-2.8235, -1.3697, -4.9054], [-4.2275, -1.9797, -6.8795], [-6.2094, -0.4892, -7.2462]], "lowdin_charge": [-0.054, -0.213, 0.073, -0.578, 0.192, -0.136, -0.168, -0.333, 0.868, -0.287, -0.326, -0.320, 0.011, -0.102, -0.318, 0.899, -0.264, -0.326, 0.083, 0.065, 0.079, 0.120, 0.122, 0.100, 0.155, 0.093, 0.091, 0.046, 0.029, 0.154, 0.097, 0.091, 0.044, 0.029, 0.036, 0.026, -0.103, -0.131, -0.141, 0.019, -0.139, 0.092, 0.076, 0.110, 0.118, 0.101, -0.112, -0.113, -0.145, 0.003, -0.141, 0.089, 0.087, 0.083, 0.144, 0.105, -0.111, -0.125, -0.162, -0.003, -0.146, 0.087, 0.059, 0.077, 0.140, 0.104, -0.114, -0.113, -0.149, 0.008, -0.145, 0.088, 0.090, 0.107, 0.133, 0.104, -0.109, -0.111, -0.137, -0.001, -0.159, 0.090, 0.089, 0.106, 0.130, 0.102, -0.113, -0.108, -0.145, 0.001, -0.141, 0.087, 0.087, 0.092, 0.129, 0.104]}


Here are the calculated orbital gap numbers, same order: 7.71, 8.64, 8.12, 8.27 (eV).
Here are the calculated LUMO energy numbers, same order: -1.4, 4.3, 0.0, 0.2 (eV).